[1]
{
  "formula": "C35H36BiN8OSbSe",
  "method": "ωB97M-V/def2-TZVPD",
  "symbols": ["Bi", "O", "C", "N", "C", "C", "C", "C", "C", "C", "N", "C", "C", "C", "C", "C", "N", "H", "H", "H", "H", "H", "H", "H", "H", "H", "H", "C", "C", "C", "C", "C", "C", "N", "Sb", "C", "C", "C", "C", "C", "C", "N", "C", "C", "C", "C", "C", "C", "N", "H", "H", "H", "H", "H", "H", "H", "H", "H", "H", "H", "H", "H", "H", "H", "H", "H", "H", "C", "N", "C", "C", "N", "C", "C", "Se", "H", "H", "H", "H", "H", "H", "H", "H"],
  "coordinates": [[-0.23, -0.36, 0.30], [-0.22, -2.88, -3.20], [0.06, -2.10, -2.30], [-0.81, -1.52, -1.46], [-2.22, -1.84, -1.60], [-2.84, -2.15, -0.26], [-4.01, -2.89, -0.15], [-4.50, -3.18, 1.11], [-3.81, -2.74, 2.23], [-2.66, -2.00, 2.05], [-2.20, -1.69, 0.83], [1.50, -1.73, -2.07], [2.49, -2.23, -2.90], [3.81, -1.92, -2.61], [4.10, -1.14, -1.51], [3.06, -0.67, -0.73], [1.78, -0.95, -1.03], [-2.77, -1.01, -2.04], [-2.34, -2.69, -2.27], [-4.50, -3.24, -1.04], [-5.41, -3.76, 1.22], [-4.14, -2.98, 3.23], [-2.08, -1.64, 2.89], [2.20, -2.85, -3.73], [4.61, -2.30, -3.25], [5.12, -0.89, -1.25], [3.24, -0.05, 0.14], [2.06, 3.00, 0.05], [0.93, 3.62, 0.82], [1.00, 4.93, 1.27], [-0.08, 5.47, 1.95], [-1.20, 4.67, 2.17], [-1.18, 3.37, 1.69], [-0.14, 2.85, 1.03], [-2.83, 2.02, 2.02], [-2.80, 1.56, -0.11], [-3.97, 2.03, -0.71], [-4.03, 2.19, -2.09], [-2.90, 1.91, -2.83], [-1.77, 1.42, -2.20], [-0.52, 1.17, -3.00], [-1.75, 1.21, -0.87], [-1.55, 0.78, 3.27], [-2.13, 0.50, 4.50], [-1.32, 0.04, 5.54], [0.04, -0.09, 5.31], [0.55, 0.20, 4.05], [2.02, 0.14, 3.76], [-0.24, 0.59, 3.05], [3.01, 3.48, 0.27], [1.88, 3.08, -1.02], [2.15, 1.94, 0.31], [1.88, 5.52, 1.09], [-0.06, 6.49, 2.31], [-2.06, 5.05, 2.70], [-4.82, 2.30, -0.10], [-4.93, 2.55, -2.56], [-2.89, 2.06, -3.91], [-0.70, 0.43, -3.79], [0.31, 0.83, -2.38], [-0.22, 2.10, -3.48], [-3.19, 0.65, 4.67], [-1.75, -0.19, 6.51], [0.70, -0.40, 6.11], [2.59, -0.14, 4.64], [2.20, -0.60, 2.97], [2.36, 1.11, 3.41], [3.87, -3.25, 2.63], [3.26, -3.99, 1.53], [3.92, -4.94, 0.78], [3.04, -5.42, -0.12], [1.85, -4.76, 0.08], [0.63, -5.04, -0.66], [1.99, -3.87, 1.08], [0.68, -2.78, 1.86], [4.52, -3.92, 3.18], [3.09, -2.89, 3.28], [4.45, -2.42, 2.24], [4.95, -5.21, 0.98], [3.14, -6.19, -0.86], [0.62, -6.10, -0.92], [0.57, -4.45, -1.56], [-0.23, -4.83, -0.02]],
  "gap_ev": 7.85,
  "lumo_energy_ha": -0.1928,
  "total_charge": 2,
  "homo_energy_ev": -13.0931
}



[2]
{
  "formula": "C35H36BrN6PtS4SeSiTe",
  "method": "ωB97M-V/def2-TZVPD",
  "symbols": ["Pt", "N", "C", "C", "C", "C", "C", "C", "N", "C", "C", "C", "S", "C", "N", "H", "H", "H", "H", "H", "H", "H", "Br", "C", "C", "C", "C", "C", "N", "H", "H", "H", "H", "C", "C", "C", "C", "C", "C", "Te", "C", "C", "C", "H", "H", "H", "H", "H", "H", "H", "H", "H", "H", "H", "S", "C", "S", "C", "N", "N", "C", "C", "C", "C", "C", "C", "S", "H", "H", "H", "H", "H", "C", "Si", "C", "C", "Se", "H", "H", "H", "H", "H", "H", "H", "H", "H"],
  "coordinates": [[-0.52, -0.38, -0.55], [-4.68, -0.12, -0.41], [-4.68, -1.50, -0.36], [-5.72, -2.43, -0.32], [-5.36, -3.76, -0.25], [-4.01, -4.15, -0.22], [-2.99, -3.23, -0.27], [-3.34, -1.88, -0.35], [-2.56, -0.73, -0.40], [-3.39, 0.29, -0.43], [-2.92, 1.65, -0.49], [-3.63, 2.81, -0.52], [-2.57, 4.14, -0.70], [-1.25, 3.06, -0.70], [-1.56, 1.81, -0.58], [-5.48, 0.48, -0.42], [-6.76, -2.12, -0.32], [-6.13, -4.51, -0.22], [-3.78, -5.20, -0.17], [-1.95, -3.53, -0.26], [-4.70, 2.95, -0.48], [-0.23, 3.41, -0.82], [-0.58, 2.45, -4.04], [-1.84, 1.06, -4.43], [-2.27, 0.93, -5.74], [-3.18, -0.07, -6.01], [-3.61, -0.89, -4.97], [-3.12, -0.65, -3.70], [-2.24, 0.32, -3.42], [-1.90, 1.59, -6.51], [-3.54, -0.23, -7.01], [-4.32, -1.69, -5.14], [-3.41, -1.28, -2.87], [2.41, -1.71, 7.36], [2.08, -1.11, 6.02], [0.85, -0.52, 5.78], [0.52, 0.04, 4.55], [-0.85, 0.65, 4.39], [1.49, 0.00, 3.53], [0.82, 1.08, 1.82], [2.73, -0.58, 3.74], [3.84, -0.61, 2.72], [3.00, -1.14, 4.99], [1.57, -1.63, 8.05], [3.26, -1.20, 7.81], [2.68, -2.76, 7.26], [0.10, -0.49, 6.57], [-1.44, 0.46, 5.28], [-1.39, 0.23, 3.54], [-0.81, 1.74, 4.27], [3.51, -0.35, 1.72], [4.28, -1.61, 2.67], [4.63, 0.09, 2.99], [3.97, -1.60, 5.14], [3.25, 3.21, -4.56], [2.90, 2.57, -3.09], [2.58, 0.86, -2.85], [2.20, 1.21, -1.20], [2.34, 2.42, -0.83], [2.77, 3.19, -1.88], [3.01, 4.58, -1.61], [4.12, 5.21, -2.15], [4.34, 6.55, -1.87], [3.47, 7.24, -1.04], [2.38, 6.60, -0.49], [2.14, 5.26, -0.77], [1.68, -0.13, -0.15], [4.79, 4.66, -2.79], [5.20, 7.04, -2.29], [3.65, 8.29, -0.82], [1.71, 7.13, 0.17], [1.31, 4.75, -0.32], [2.76, -3.99, -1.48], [1.03, -3.84, -0.81], [0.08, -5.43, -1.10], [1.06, -3.41, 1.02], [-0.05, -2.22, -2.04], [3.28, -4.87, -1.07], [3.35, -3.10, -1.24], [2.75, -4.09, -2.57], [0.68, -6.30, -0.81], [-0.17, -5.54, -2.16], [-0.84, -5.46, -0.53], [1.54, -4.22, 1.58], [0.06, -3.26, 1.42], [1.64, -2.50, 1.19]],
  "gap_ev": 6.77,
  "lumo_energy_ha": -0.1212,
  "total_charge": 1,
  "homo_energy_ev": -10.0705
}



[3]
{
  "formula": "C35H36Cl2N2RuS3Sb",
  "method": "ωB97M-V/def2-TZVPD",
  "symbols": ["Ru", "Cl", "C", "C", "C", "C", "C", "Cl", "C", "S", "H", "H", "H", "S", "C", "C", "C", "C", "C", "C", "N", "C", "C", "C", "C", "C", "C", "C", "C", "N", "C", "C", "C", "C", "C", "S", "C", "H", "H", "H", "H", "H", "H", "H", "H", "H", "H", "H", "H", "C", "C", "C", "Sb", "C", "C", "C", "C", "C", "C", "H", "H", "H", "H", "H", "H", "H", "H", "H", "H", "H", "H", "H", "H", "H", "H", "H", "H", "H", "H", "H"],
  "coordinates": [[0.27, -0.56, 0.59], [0.10, -0.70, 2.90], [-0.92, -2.10, 3.28], [-1.21, -2.34, 4.60], [-1.99, -3.45, 4.89], [-2.43, -4.28, 3.86], [-2.12, -4.00, 2.55], [-2.70, -5.02, 1.30], [-1.34, -2.88, 2.21], [-0.96, -2.52, 0.54], [-0.86, -1.68, 5.38], [-2.24, -3.68, 5.91], [-3.03, -5.15, 4.08], [-2.84, -0.98, -4.14], [-3.41, -1.11, -5.73], [-2.40, -1.18, -6.64], [-1.13, -1.13, -6.02], [-1.19, -1.03, -4.65], [-0.09, -0.97, -3.71], [-0.34, -0.86, -2.32], [0.61, -0.76, -1.41], [1.92, -0.80, -1.80], [2.26, -0.93, -3.14], [3.66, -0.97, -3.50], [4.62, -0.92, -2.56], [4.27, -0.83, -1.17], [5.21, -0.82, -0.15], [4.80, -0.76, 1.19], [3.40, -0.67, 1.46], [2.50, -0.67, 0.51], [2.91, -0.76, -0.80], [5.74, -0.77, 2.26], [5.48, -0.74, 3.66], [6.63, -0.76, 4.41], [7.78, -0.79, 3.61], [7.46, -0.81, 1.95], [1.24, -1.01, -4.09], [-4.47, -1.14, -5.92], [-2.55, -1.26, -7.70], [-0.20, -1.17, -6.58], [-1.36, -0.84, -1.95], [3.92, -1.06, -4.55], [5.67, -0.95, -2.84], [6.26, -0.89, -0.41], [3.04, -0.62, 2.47], [4.49, -0.72, 4.10], [6.66, -0.74, 5.50], [8.81, -0.80, 3.95], [1.50, -1.11, -5.14], [-2.07, 2.63, 3.18], [-1.95, 3.10, 1.73], [-3.18, 3.88, 1.26], [-1.57, 1.45, 0.38], [-0.70, 2.47, -1.34], [0.75, 2.78, -0.98], [-1.45, 3.73, -1.77], [-3.42, 0.41, -0.02], [-3.89, -0.17, 1.31], [-4.46, 1.27, -0.73], [-2.14, 3.51, 3.83], [-1.21, 2.05, 3.50], [-2.97, 2.05, 3.34], [-1.03, 3.68, 1.60], [-4.10, 3.39, 1.58], [-3.23, 4.04, 0.18], [-3.15, 4.87, 1.73], [-0.74, 1.73, -2.15], [0.81, 3.54, -0.20], [1.28, 3.18, -1.85], [1.31, 1.90, -0.63], [-1.43, 4.50, -1.00], [-2.49, 3.53, -2.03], [-0.97, 4.15, -2.66], [-3.09, -0.40, -0.68], [-4.27, 0.61, 1.97], [-3.11, -0.73, 1.83], [-4.72, -0.87, 1.13], [-4.86, 2.04, -0.07], [-5.31, 0.64, -1.02], [-4.08, 1.75, -1.63]],
  "gap_ev": [5.83, 3.86],
  "multiplicity": 5,
  "lumo_energy_ha": [-0.3375, -0.4192],
  "total_charge": 3,
  "homo_energy_ev": [-15.0166, -15.2625]
}



[4]
{
  "formula": "C35H36Cl3GeN3O3Y",
  "method": "ωB97M-V/def2-TZVPD",
  "symbols": ["Y", "Cl", "C", "C", "C", "Cl", "C", "O", "C", "C", "O", "C", "H", "H", "H", "C", "C", "C", "C", "C", "O", "C", "C", "C", "C", "C", "C", "Cl", "C", "C", "C", "N", "C", "N", "C", "N", "H", "H", "H", "H", "H", "H", "H", "H", "H", "H", "H", "H", "H", "H", "H", "H", "H", "H", "H", "H", "H", "H", "Ge", "C", "C", "C", "C", "C", "C", "C", "C", "C", "C", "C", "C", "H", "H", "H", "H", "H", "H", "H", "H", "H", "H", "H"],
  "coordinates": [[-1.97, -1.35, -1.81], [-2.05, 3.20, 4.55], [-1.96, 1.98, 3.36], [-1.99, 0.63, 3.73], [-1.92, -0.36, 2.78], [-1.96, -2.02, 3.21], [-1.78, -0.06, 1.39], [-1.64, -1.01, 0.53], [-1.79, 1.33, 1.04], [-1.76, 1.76, -0.33], [-1.60, 1.04, -1.34], [-1.88, 2.32, 2.03], [-2.09, 0.37, 4.77], [-1.88, 2.84, -0.48], [-1.89, 3.37, 1.74], [4.36, 2.68, 1.15], [3.56, 1.67, 0.32], [2.83, 2.48, -0.76], [2.51, 1.00, 1.22], [4.51, 0.62, -0.38], [5.55, 1.27, -1.07], [5.14, -0.51, 0.50], [6.00, -0.15, 1.73], [5.38, -0.26, 3.08], [4.63, -1.42, 3.43], [4.04, -1.53, 4.65], [4.19, -0.47, 5.59], [3.46, -0.59, 7.10], [4.98, 0.66, 5.28], [5.58, 0.75, 4.06], [3.81, -0.06, -1.61], [2.58, -0.82, -1.45], [1.42, -0.58, -2.06], [0.55, -1.52, -1.74], [1.25, -2.35, -0.90], [2.48, -1.95, -0.72], [3.67, 3.38, 1.61], [5.04, 3.27, 0.53], [4.92, 2.21, 1.96], [2.40, 3.38, -0.31], [2.00, 1.93, -1.22], [3.52, 2.81, -1.54], [1.95, 1.78, 1.74], [2.97, 0.37, 1.99], [1.79, 0.40, 0.67], [6.06, 1.83, -0.49], [5.80, -1.02, -0.20], [4.37, -1.22, 0.77], [6.51, 0.81, 1.61], [6.82, -0.89, 1.75], [4.56, -2.24, 2.73], [3.48, -2.41, 4.92], [5.10, 1.45, 6.02], [6.20, 1.61, 3.84], [4.56, -0.71, -2.07], [3.59, 0.73, -2.33], [1.23, 0.25, -2.72], [0.84, -3.24, -0.45], [-4.83, -1.30, -1.53], [-5.39, -2.87, -2.54], [-6.24, -3.82, -1.97], [-6.70, -4.87, -2.74], [-6.31, -4.99, -4.07], [-5.44, -4.07, -4.64], [-4.97, -3.01, -3.87], [-5.19, 0.49, -2.24], [-4.74, 0.86, -3.51], [-5.22, 2.01, -4.11], [-6.12, 2.82, -3.42], [-6.53, 2.49, -2.13], [-6.06, 1.33, -1.53], [-5.19, -1.38, -0.04], [-6.56, -3.72, -0.94], [-7.37, -5.60, -2.30], [-6.66, -5.83, -4.66], [-5.13, -4.17, -5.67], [-4.31, -2.28, -4.32], [-4.04, 0.23, -4.06], [-4.91, 2.28, -5.11], [-6.50, 3.72, -3.89], [-7.21, 3.13, -1.59], [-6.38, 1.06, -0.53]],
  "gap_ev": [4.04, 4.83],
  "lumo_energy_ha": [-0.4038, -0.3749],
  "total_charge": 3,
  "homo_energy_ev": [-15.0268, -15.0341]
}



[5]
{
  "formula": "C35H36GeN2O5SV",
  "method": "ωB97M-V/def2-TZVPD",
  "symbols": ["V", "O", "C", "O", "C", "C", "N", "N", "C", "C", "O", "O", "H", "H", "H", "C", "S", "O", "C", "C", "C", "C", "C", "C", "H", "H", "H", "H", "H", "H", "H", "H", "C", "C", "C", "C", "H", "H", "H", "H", "H", "H", "H", "H", "H", "C", "Ge", "C", "C", "C", "C", "C", "C", "C", "C", "C", "C", "C", "C", "C", "C", "C", "C", "C", "C", "H", "H", "H", "H", "H", "H", "H", "H", "H", "H", "H", "H", "H", "H", "H", "H"],
  "coordinates": [[1.61, 1.17, 1.41], [0.01, -1.93, 6.14], [-0.98, -1.22, 5.61], [-2.07, -1.28, 6.18], [-0.75, -0.45, 4.36], [-1.76, -0.18, 3.44], [-1.20, 0.48, 2.42], [0.08, 0.57, 2.61], [0.40, -0.04, 3.69], [1.89, -0.03, 3.98], [2.20, -0.52, 5.07], [2.61, 0.49, 3.07], [0.84, -1.60, 5.74], [-2.79, -0.51, 3.44], [-1.64, 0.79, 1.54], [0.35, 0.00, -5.93], [-1.10, 0.98, -5.94], [-1.10, 1.77, -7.22], [-0.54, 2.13, -4.68], [-0.74, 3.51, -4.89], [-0.46, 4.41, -3.90], [0.09, 4.02, -2.67], [0.42, 2.66, -2.52], [0.09, 1.73, -3.52], [1.23, 0.66, -6.13], [0.25, -0.76, -6.71], [0.42, -0.52, -4.96], [-1.20, 3.86, -5.82], [-0.66, 5.44, -4.15], [0.29, 4.76, -1.97], [0.85, 2.23, -1.61], [0.47, 0.70, -3.31], [0.95, 5.43, 2.53], [1.48, 3.95, 2.45], [0.95, 3.27, 3.75], [0.99, 3.15, 1.20], [1.51, 6.08, 3.18], [-0.03, 5.43, 2.90], [0.93, 5.84, 1.53], [2.57, 4.03, 2.48], [-0.16, 3.18, 3.73], [1.28, 3.97, 4.54], [1.37, 2.37, 4.10], [1.37, 3.65, 0.31], [-0.05, 3.25, 1.08], [1.53, 0.10, -0.15], [0.42, -1.37, -0.38], [-1.45, -0.80, -0.73], [-2.58, -1.59, -1.03], [-3.73, -0.97, -1.51], [-3.80, 0.41, -1.74], [-2.76, 1.18, -1.39], [-1.59, 0.57, -0.92], [0.35, -2.41, 1.29], [1.57, -2.66, 1.96], [1.64, -3.53, 3.02], [0.50, -4.25, 3.37], [-0.67, -4.10, 2.67], [-0.77, -3.13, 1.72], [0.88, -2.83, -1.73], [-0.02, -3.16, -2.75], [0.17, -4.33, -3.46], [1.21, -5.21, -3.14], [2.13, -4.85, -2.14], [1.95, -3.67, -1.45], [2.01, 0.44, -1.11], [-2.55, -2.70, -0.87], [-4.51, -1.66, -1.68], [-4.72, 0.80, -2.08], [-2.76, 2.25, -1.54], [-0.66, 1.14, -0.73], [2.41, -2.12, 1.58], [2.59, -3.63, 3.59], [0.56, -4.93, 4.27], [-1.51, -4.61, 2.92], [-1.72, -3.00, 1.20], [-0.82, -2.51, -3.04], [-0.41, -4.68, -4.25], [1.25, -6.11, -3.73], [2.99, -5.56, -1.98], [2.59, -3.44, -0.61]],
  "gap_ev": [6.56, 6.82],
  "multiplicity": 3,
  "lumo_energy_ha": [0.0857, 0.0857],
  "total_charge": -1,
  "homo_energy_ev": [-4.2272, -4.4909]
}



[6]
{
  "formula": "C35H36IKN3O3P",
  "method": "ωB97M-V/def2-TZVPD",
  "symbols": ["K", "I", "C", "C", "C", "C", "C", "C", "C", "C", "C", "P", "C", "C", "C", "C", "C", "C", "C", "C", "C", "C", "C", "C", "C", "H", "H", "H", "H", "H", "H", "H", "H", "H", "H", "H", "H", "H", "H", "H", "H", "C", "C", "C", "C", "C", "N", "H", "H", "H", "H", "H", "H", "H", "H", "H", "C", "C", "C", "C", "C", "C", "O", "N", "C", "O", "N", "C", "O", "H", "H", "H", "H", "H", "H", "H", "H", "H", "H", "H"],
  "coordinates": [[-0.76, -1.23, -1.50], [-4.07, -0.19, -0.38], [-4.61, 1.73, 0.37], [-5.97, 1.87, 0.58], [-6.50, 2.98, 1.25], [-5.64, 3.93, 1.73], [-4.26, 3.84, 1.49], [-3.44, 4.87, 1.99], [-2.10, 4.89, 1.76], [-1.54, 3.85, 1.01], [-2.28, 2.79, 0.53], [-1.25, 1.57, -0.42], [-0.53, 2.76, -1.63], [-1.24, 2.85, -2.82], [-0.82, 3.69, -3.84], [0.33, 4.44, -3.68], [1.05, 4.35, -2.50], [0.63, 3.51, -1.48], [0.15, 1.38, 0.73], [1.39, 1.02, 0.19], [2.49, 0.86, 1.00], [2.37, 1.03, 2.38], [1.13, 1.33, 2.93], [0.03, 1.50, 2.11], [-3.69, 2.74, 0.77], [-6.63, 1.09, 0.24], [-7.56, 3.05, 1.41], [-6.01, 4.77, 2.30], [-3.92, 5.66, 2.56], [-1.47, 5.68, 2.13], [-0.48, 3.88, 0.82], [-2.13, 2.25, -2.95], [-1.39, 3.76, -4.76], [0.68, 5.08, -4.47], [1.96, 4.93, -2.37], [1.21, 3.45, -0.57], [1.48, 0.91, -0.88], [3.45, 0.62, 0.57], [3.23, 0.90, 3.01], [1.04, 1.46, 3.99], [-0.93, 1.73, 2.55], [3.61, -1.40, -5.14], [3.09, -1.77, -3.75], [3.26, -3.28, -3.50], [3.78, -0.96, -2.65], [1.68, -1.45, -3.68], [0.58, -1.17, -3.62], [4.68, -1.62, -5.20], [3.47, -0.33, -5.33], [3.10, -1.96, -5.91], [4.31, -3.55, -3.60], [2.68, -3.86, -4.21], [2.93, -3.54, -2.49], [4.85, -1.18, -2.65], [3.37, -1.21, -1.68], [3.65, 0.11, -2.83], [1.26, -2.67, 4.36], [0.74, -2.21, 3.01], [0.43, -3.34, 1.99], [1.68, -4.19, 1.70], [1.43, -5.17, 0.57], [-0.67, -4.20, 2.57], [-0.47, -5.07, 3.39], [-1.93, -3.90, 2.16], [-2.28, -3.06, 1.09], [-3.45, -2.96, 0.79], [-1.29, -2.46, 0.42], [-0.01, -2.60, 0.72], [0.85, -2.09, -0.01], [1.28, -1.83, 5.05], [2.27, -3.06, 4.29], [0.63, -3.45, 4.80], [1.46, -1.54, 2.54], [-0.19, -1.64, 3.15], [1.94, -4.74, 2.61], [2.51, -3.53, 1.44], [0.59, -5.82, 0.81], [2.31, -5.80, 0.40], [1.20, -4.64, -0.35], [-2.69, -4.43, 2.57]],
  "gap_ev": 7.99,
  "lumo_energy_ha": 0.0032,
  "homo_energy_ev": -7.9078
}



Quick rundown of energy relative to the best compared isomer or geometry (same formula, charge and spin), same order as above: 0.0000; 0.5723; 0.2055; 3.8162; 1.6649; 0.9064 eV
Quick rundown of electronic energy, same order as above: -4724.48777; -8928.79453; -3913.94958; -5240.15596; -5260.10596; -2984.39592 Eh
Quick rundown of strongest force on any atom, same order as above: 0.010; 0.010; 0.016; 0.100; 0.058; 0.041 hartree/bohr